Molecular formula: C5H71AlBr2NO29
Method: DFT, wB97M-V/def2-TZVPD

## Properties
Total charge: -1
Electronic energy, eV: -213890.3286
LUMO, eV: 1.23
Maximum force, eV/A: 1.1
Orbital gap, eV: 6.0720

Cartesian coordinates (Å):
H -0.051 0.246 -2.375
O 5.147 -6.343 0.162
O 7.054 -4.019 -1.349
H -6.114 -2.826 3.705
H 2.620 -0.260 4.030
H -0.875 -5.830 1.734
H -2.932 -7.114 3.563
H -1.744 3.946 -1.438
H 3.610 4.678 3.948
H -3.777 -8.358 1.678
O -2.044 3.241 -0.851
O 2.255 3.979 -0.938
O -3.707 -7.585 3.902
H -8.126 -2.095 4.995
O -4.438 1.666 -6.534
H 2.275 7.265 0.757
O -1.553 -5.980 2.403
O 2.559 6.348 0.842
H -1.170 6.082 2.413
H -2.517 -3.219 -0.249
O -1.648 6.873 2.706
H 4.161 0.348 1.978
H 6.240 -3.246 -4.486
O -0.889 9.339 4.302
O -0.035 4.489 1.078
C 1.308 -3.094 -2.199
H 0.468 1.189 -1.121
H -5.836 -6.363 -0.726
N -0.254 0.552 -1.433
H -7.904 -4.493 2.969
H 3.829 -1.925 -0.364
O 2.176 0.182 3.298
H -4.401 -6.387 -0.210
H -4.717 -1.044 0.444
H -4.653 -2.158 1.484
H 7.221 -4.740 -1.967
H -8.501 -4.228 4.353
H 6.439 -4.423 -0.719
H -1.326 7.551 2.101
H -1.146 8.617 3.712
H 0.350 -0.592 0.284
H 4.268 -5.950 0.257
H 6.024 -2.352 1.508
O 4.915 -0.255 2.017
H 2.270 -1.193 -0.696
H -1.220 3.135 -7.058
H 0.671 4.590 0.426
H -1.181 4.610 -4.612
H 0.617 8.950 5.526
H -1.104 -3.947 0.518
H 4.201 -2.306 -7.070
H 3.316 -3.617 -1.683
H -2.223 -6.495 1.930
H 5.659 0.255 1.679
H -1.359 -2.048 -2.887
O -1.881 3.134 -6.359
H 5.379 -6.641 1.046
O -4.963 -5.995 -0.891
H -4.368 -6.894 4.014
H 2.735 3.202 -1.244
H -5.984 2.938 -3.644
H -2.479 4.411 -3.860
H -1.365 -0.521 -0.010
H 7.015 -3.046 0.598
H -0.769 4.109 0.570
H -4.684 -3.198 4.107
H 4.971 6.248 -1.135
H 1.267 -0.132 3.334
O -7.889 -3.869 3.702
O 5.371 5.724 -0.431
O 5.502 -3.447 -3.901
H 1.119 -4.061 -2.657
O 6.906 -2.747 1.509
H -3.066 -8.623 0.343
H -4.443 2.499 -6.044
H -1.531 2.471 -1.146
O -5.188 -2.627 3.519
H -4.617 1.911 -7.447
O 4.697 -2.684 -6.338
Al -0.508 -2.368 -1.538
O 3.571 7.602 -1.982
H 4.047 -2.775 -5.631
H -8.380 -0.631 4.679
Br 2.007 -1.964 -3.663
H 4.668 5.641 0.226
O -4.376 -1.932 0.587
H 2.523 -2.252 0.725
Br 1.927 -4.879 -0.082
H 5.900 -3.669 -3.044
H -4.573 2.457 -3.320
H 3.294 8.518 -2.084
H -2.071 2.199 -6.206
H 2.196 6.063 1.694
C 2.406 -3.302 -1.177
O -3.226 -7.940 1.002
O -8.623 -1.327 5.298
C 2.753 -2.089 -0.323
H -1.780 -4.592 -1.020
H 2.206 4.128 3.698
O -5.061 3.070 -3.883
O -1.523 4.405 -3.736
H 3.202 7.330 -1.134
O 2.732 4.935 3.649
C -1.557 -3.692 -0.440
C -0.398 -0.619 -0.512
H -1.682 9.873 4.404
H 2.591 4.695 -1.487
H 2.004 8.308 5.475
O 1.312 8.575 6.087

Löwdin population analysis, charges in e, atoms 1 to 99: H 0.00; O -0.08; O -0.05; H -0.01; H 0.04; H 0.02; H 0.01; H 0.01; H 0.04; H 0.04; O -0.08; O -0.05; O -0.05; H -0.01; O -0.07; H 0.05; O -0.07; O -0.05; H 0.02; H -0.03; O -0.05; H 0.02; H 0.03; O -0.05; O -0.07; C -0.79; H 0.04; H 0.02; N -0.08; H 0.06; H 0.07; O -0.05; H 0.00; H 0.03; H -0.01; H 0.05; H 0.06; H 0.02; H 0.03; H 0.01; H 0.02; H -0.07; H 0.01; O -0.06; H 0.05; H 0.04; H -0.01; H 0.02; H -0.01; H -0.04; H 0.03; H 0.05; H -0.01; H 0.04; H -0.05; O -0.06; H 0.04; O -0.06; H 0.04; H 0.05; H 0.04; H 0.03; H 0.03; H -0.01; H 0.01; H 0.05; H -0.01; H 0.04; O -0.05; O -0.07; O -0.08; H 0.02; O -0.06; H 0.06; H 0.00; H 0.01; O -0.04; H 0.03; O -0.09; Al 0.21; O -0.04; H -0.03; H 0.04; Br 0.62; H 0.00; O -0.06; H 0.06; Br 0.73; H -0.01; H 0.06; H 0.05; H 0.04; H 0.03; C -0.82; O -0.05; O -0.06; C -0.15; H -0.01; H 0.05